Here is a single C19H19ClN2O3 molecule from OMol25. Energies are from ωB97M-V with the def2-TZVPD basis set.

Summary:
SMILES   CCCCC(=O)N[C@H](c1ccco1)c1cc(Cl)c2cccnc2c1O
Energy above the lowest of the compared OMol25 structures with the same formula, charge and spin   1.203 eV
E_HOMO   -0.3039 Eh
Max |F|   0.91 eV/A
Orbital gap   8.1 eV

Each line ends with the Löwdin charge.
Element x y z (Å)
C1 0.1572 -2.7418 0.9683  -0.09
C2 -0.9242 -3.6511 0.3966  -0.25
C3 -1.9950 -2.9050 -0.4019  -0.21
C4 -2.9994 -2.1383 0.4669  -0.10
C5 -2.4154 -0.9289 1.1748  -0.50
O1 -2.3802 -0.8103 2.3819  0.06
N1 -1.9845 0.0378 0.3302  0.13
C6 -1.2295 1.1762 0.7976  -0.17
C7 -1.6579 2.4394 0.1122  -0.22
C8 -2.0284 2.7010 -1.1743  -0.02
C9 -2.2802 4.0938 -1.2351  -0.06
C10 -2.0381 4.5715 0.0139  -0.12
O2 -1.6611 3.5775 0.8355  0.06
C11 0.2607 0.9729 0.5833  -0.08
C12 1.1564 1.2363 1.6312  -0.03
C13 2.5080 1.0699 1.4839  -0.60
Cl1 3.5597 1.4080 2.8140  0.71
C14 3.0540 0.6213 0.2630  -0.17
C15 4.4228 0.4086 0.0046  -0.02
C16 4.8120 -0.0335 -1.2321  -0.04
C17 3.8326 -0.2630 -2.2123  -0.12
N2 2.5569 -0.0778 -2.0096  0.11
C18 2.1522 0.3569 -0.7988  -0.16
C19 0.7541 0.5379 -0.6303  -0.21
O3 -0.0402 0.2538 -1.6886  0.06
H1 -0.2578 -2.0458 1.6907  0.06
H2 0.9172 -3.3355 1.4714  0.07
H3 0.6406 -2.1722 0.1765  0.07
H4 -0.4519 -4.3835 -0.2637  0.10
H5 -1.4009 -4.2001 1.2107  0.11
H6 -2.5582 -3.6357 -0.9883  0.11
H7 -1.5076 -2.2266 -1.1060  0.10
H8 -3.4065 -2.8037 1.2294  0.12
H9 -3.8231 -1.7909 -0.1616  0.12
H10 -1.9401 -0.1420 -0.6600  0.12
H11 -1.4295 1.2687 1.8710  0.16
H12 -2.1099 1.9984 -1.9772  0.11
H13 -2.5959 4.6535 -2.0914  0.10
H14 -2.0960 5.5572 0.4305  0.12
H15 0.7590 1.5736 2.5759  0.12
H16 5.1432 0.5971 0.7863  0.09
H17 5.8513 -0.2069 -1.4620  0.10
H18 4.1083 -0.6121 -3.1988  0.11
H19 0.5655 -0.0063 -2.4083  0.11

Cartesian forces, eV/Å:
C -0.1 -0.2 0.0
C 0.1 0.2 -0.2
C -0.1 -0.2 0.2
C 0.1 -0.1 0.0
C -0.5 -0.2 -0.2
O 0.1 0.0 0.4
N 0.1 0.3 -0.3
C 0.1 0.3 0.1
C -0.3 -0.4 -0.7
C 0.1 -0.3 0.6
C 0.1 0.3 0.5
C -0.2 0.4 -0.8
O 0.2 -0.2 0.5
C -0.1 -0.3 -0.5
C 0.5 -0.1 0.0
C -0.4 0.1 0.1
Cl 0.1 0.0 0.2
C -0.3 -0.1 -0.3
C 0.1 -0.1 -0.2
C 0.0 0.1 0.3
C 0.0 -0.1 -0.2
N -0.2 -0.1 -0.3
C 0.2 0.1 0.4
C 0.2 0.1 0.4
O -0.1 0.1 0.0
H 0.1 0.1 0.1
H 0.1 0.0 0.1
H 0.1 0.1 -0.1
H 0.0 -0.1 0.1
H 0.0 -0.1 0.0
H 0.0 0.1 -0.1
H 0.0 0.0 -0.1
H 0.0 0.1 0.0
H 0.0 0.0 0.0
H 0.0 -0.1 0.1
H 0.0 0.0 -0.2
H 0.0 -0.2 -0.1
H -0.1 0.2 -0.1
H 0.0 0.1 0.2
H 0.0 0.0 0.1
H 0.1 0.0 0.0
H 0.1 0.0 0.0
H 0.1 0.0 -0.1
H 0.0 0.0 0.0